Density functional theory data (ωB97M-V with the def2-TZVPD basis set) for a molecular structure, C5H8ClI.

Output
2S+1: 1
Calculated total energy (Ha): -953.14054
ΔE to the lowest compared entry with this formula, charge and spin (kcal/mol): 8.45
Orbital gap (eV): 9.33

Structure (XYZ):
```
15
Properties=species:S:1:pos:R:3:forces:R:3:mulliken_charge:R:1
C -0.183 -0.718 1.092 1.2 1.3 2.7 -0.593
C -0.411 -0.514 -0.322 0.3 3.8 -1.2 0.018
C 2.135 0.015 0.225 -0.2 2.6 1.5 -0.590
C 0.970 -0.897 0.145 0.2 -0.8 -0.1 -0.130
C -0.613 0.967 -0.881 -1.7 -1.3 0.5 -1.088
Cl 3.291 -0.034 -1.075 -0.1 -0.2 -0.9 -0.134
I 3.444 -0.374 2.067 -1.0 0.2 -0.7 0.028
H 0.019 0.086 1.870 -0.6 -0.5 -1.4 0.226
H -0.647 -1.522 1.606 -0.1 -1.0 0.1 0.287
H -0.990 -1.285 -0.757 -0.3 -0.6 -0.8 0.406
H 1.812 1.128 0.329 0.8 -2.1 0.1 0.315
H 1.274 -1.866 -0.146 0.2 -1.1 0.0 0.433
H 0.099 1.629 -0.321 -0.9 -0.4 -1.0 0.249
H -1.708 1.248 -0.600 1.9 -0.1 -0.5 0.295
H -0.535 0.987 -2.017 0.2 0.2 1.6 0.280
```
Forces are in eV/Å.



Density functional theory data (ωB97M-V with the def2-TZVPD basis set) for a single C5H8ClOP molecule.

Output
2S+1: 1
Calculated total energy (Ha): -1072.07836
SMILES: C#CCC[P@](C)(=O)Cl
ΔE to the lowest compared entry with this formula, charge and spin (kcal/mol): 34.50
Orbital gap (eV): 11.08

Structure (XYZ):
```
16
Properties=species:S:1:pos:R:3:forces:R:3:mulliken_charge:R:1
C -2.675 -0.415 -0.536 0.7 1.1 0.1 0.080
C -1.809 0.428 -0.564 -0.4 0.0 0.3 -0.459
C -0.706 1.414 -0.407 0.3 0.4 -0.3 -0.345
C 0.164 1.010 0.794 1.2 0.8 1.2 -0.904
P 1.500 -0.247 0.616 -1.6 -1.0 -2.0 0.883
C 0.869 -1.664 -0.381 -1.9 2.3 -0.7 -0.790
O 2.003 -0.724 1.866 0.9 -0.5 2.9 -0.649
Cl 2.905 0.666 -0.439 0.7 0.7 -0.9 -0.263
H -3.497 -1.080 -0.432 0.0 -0.1 -0.2 0.406
H 0.030 1.264 -1.203 -0.6 0.5 -0.7 0.180
H -1.055 2.528 -0.415 0.5 -2.2 0.2 0.312
H 0.704 1.851 1.346 -0.6 -0.8 -1.1 0.346
H -0.400 0.558 1.580 -0.8 -0.3 0.6 0.416
H 1.386 -2.613 -0.457 0.2 0.1 0.9 0.364
H -0.190 -1.653 0.071 1.4 -0.9 -0.9 0.136
H 0.772 -1.323 -1.440 -0.3 -0.1 0.7 0.289
```
Forces are in eV/Å.



Density functional theory data (ωB97M-V with the def2-TZVPD basis set) for a molecular structure, C5H8CuFO4.

Output
2S+1: 2
Calculated total energy (Ha): -2236.13148
Net charge: +1
Orbital gap (spin up / spin down) (eV): 9.64 / 6.66

Structure (XYZ):
```
19
Properties=species:S:1:pos:R:3:forces:R:3:mulliken_charge:R:1
C 0.753 1.685 1.894 0.1 0.9 -0.3 -0.182
O 0.020 0.620 1.270 -0.6 -4.0 -0.4 -0.432
C 0.863 2.895 0.997 0.1 0.3 -0.1 -1.127
H 0.207 1.932 2.814 0.0 -0.1 -0.2 0.300
H 1.743 1.308 2.190 -0.2 0.0 -0.2 0.296
H 1.419 3.678 1.528 -0.2 -0.1 -0.2 0.389
H 1.402 2.667 0.068 -0.1 0.0 0.2 0.290
H -0.133 3.284 0.749 0.3 -0.1 0.1 0.308
C -0.514 -0.179 -0.327 0.0 -3.4 -2.0 1.217
O -0.229 -1.758 0.721 1.1 0.4 2.2 -0.506
C 0.860 -1.143 1.239 -3.8 -1.1 -2.1 -0.063
C 1.673 -0.809 -0.008 0.8 1.1 1.4 -0.339
O 0.677 -0.314 -0.922 -0.8 0.7 0.4 -0.275
O -1.573 -0.580 -0.787 1.6 3.3 1.6 -0.623
F -3.563 -3.725 0.417 0.1 0.0 -0.1 -0.554
H 1.112 -1.462 2.256 0.5 0.7 -0.3 0.407
H 2.432 -0.050 0.219 -0.2 -0.1 -0.4 0.304
H 2.137 -1.705 -0.438 -0.2 0.2 0.1 0.331
Cu -2.191 -2.754 0.164 1.3 1.3 0.5 1.259
```
Forces are in eV/Å.



Density functional theory data (ωB97M-V with the def2-TZVPD basis set) for a molecular structure, C5H8CuO5.

Output
2S+1: 1
Calculated total energy (Ha): -2211.89912
Net charge: -1
ΔE to the lowest compared entry with this formula, charge and spin (kcal/mol): 44.46
Orbital gap (eV): 7.43

Structure (XYZ):
```
19
Properties=species:S:1:pos:R:3:forces:R:3:mulliken_charge:R:1
O 1.266 -0.904 0.168 0.5 -1.7 -1.5 -0.663
C -0.014 1.213 0.355 -3.3 7.2 0.7 0.653
C 2.503 -0.454 0.548 -0.3 0.5 -0.3 -0.501
O -0.504 2.366 0.359 0.3 -0.4 0.1 -0.690
O 1.112 1.301 1.110 0.7 -1.6 -0.4 -0.283
C 2.353 1.067 0.426 0.1 -1.4 0.8 -0.425
H 3.403 -0.760 -0.029 -0.3 -0.3 -0.1 0.284
H 2.703 -0.699 1.616 0.0 0.1 -0.2 0.258
H 3.125 1.604 0.992 -0.2 0.3 -0.3 0.318
H 2.270 1.329 -0.640 0.1 0.3 0.4 0.247
O -1.912 -1.919 -1.598 1.1 0.4 -0.2 -0.836
O -0.868 0.467 -0.376 1.4 -2.6 -0.7 -0.060
C -2.685 -0.994 -0.958 0.1 0.4 -0.2 -0.304
C -1.985 -0.246 0.176 0.2 -0.6 0.8 -0.442
H -3.597 -1.426 -0.474 0.2 -0.1 -0.1 0.283
H -3.082 -0.201 -1.643 0.1 -0.1 0.1 0.215
H -1.566 -0.958 0.903 -0.3 0.0 -0.1 0.237
H -2.686 0.445 0.668 0.3 0.1 -0.1 0.334
Cu 0.166 -1.231 -1.605 -0.8 -0.4 1.5 0.374
```
Forces are in eV/Å.



Density functional theory data (ωB97M-V with the def2-TZVPD basis set) for 2 unconnected molecules or ions with the total composition C5H8F2.

Output
2S+1: 1
Calculated total energy (Ha): -394.94947
SMILES: C=C(C)F.C=CF
ΔE to the lowest compared entry with this formula, charge and spin (kcal/mol): 51.92
Orbital gap (eV): 10.80

Structure (XYZ):
```
15
Properties=species:S:1:pos:R:3:forces:R:3:mulliken_charge:R:1
C -1.437 -0.106 -1.204 -2.2 -2.7 -1.4 -0.663
C -1.262 0.590 -0.118 0.1 -0.7 0.9 0.440
C -1.610 0.315 1.349 -0.1 2.2 -2.1 -0.990
F -0.414 1.603 -0.228 0.8 1.7 0.1 -0.283
H -1.075 0.003 -2.213 0.6 1.0 0.2 0.312
H -2.119 -0.991 -1.251 0.5 0.8 0.8 0.229
H -1.034 1.089 1.883 -0.8 -0.3 0.2 0.318
H -2.690 0.300 1.471 0.1 0.2 0.5 0.327
H -1.179 -0.602 1.544 0.7 -2.1 0.8 0.305
C 1.879 -1.056 -0.309 0.5 0.0 -0.2 -0.526
C 2.303 0.145 0.029 -0.9 2.4 -1.1 0.183
F 3.616 0.461 0.000 -0.1 0.0 0.4 -0.252
H 2.628 -1.855 -0.629 -1.6 1.0 0.7 0.273
H 0.785 -1.012 -0.372 0.5 -1.1 -0.2 0.094
H 1.610 1.115 0.048 1.8 -2.4 0.5 0.233
```
Forces are in eV/Å.



Density functional theory data (ωB97M-V with the def2-TZVPD basis set) for a molecular structure, C5H8FNO.

Output
2S+1: 1
Calculated total energy (Ha): -425.12814
ΔE to the lowest compared entry with this formula, charge and spin (kcal/mol): 48.29
Orbital gap (eV): 9.73

Structure (XYZ):
```
16
Properties=species:S:1:pos:R:3:forces:R:3:mulliken_charge:R:1
C 0.438 -0.913 -0.451 -0.3 0.2 0.1 0.072
C 0.187 -0.180 0.903 -0.1 -0.1 0.0 -0.645
C -1.302 0.141 0.767 -0.2 0.1 0.4 -0.618
C 0.058 0.484 -1.020 0.2 0.0 -0.4 -0.603
C 0.799 1.047 0.203 0.1 -0.2 -0.1 0.249
H 2.003 -1.976 -0.106 0.1 -0.1 0.0 0.332
H -0.264 -1.723 -0.698 0.1 0.1 0.0 0.342
H 0.542 -0.566 1.858 0.0 0.1 -0.1 0.483
H -1.621 0.924 1.465 0.0 -0.2 -0.1 0.318
H -1.935 -0.741 0.920 0.1 0.1 -0.1 0.310
H -1.918 0.054 -1.213 -0.1 0.0 0.0 0.280
H 0.285 0.777 -2.049 0.0 0.0 0.2 0.491
H 1.882 1.007 0.105 -0.1 0.1 0.0 0.431
N -1.342 0.652 -0.632 0.0 -0.2 -0.1 -0.550
O 1.769 -1.269 -0.713 0.1 -0.1 -0.1 -0.545
F 0.419 2.282 0.662 0.0 0.1 0.0 -0.348
```
Forces are in eV/Å.



Density functional theory data (ωB97M-V with the def2-TZVPD basis set) for a molecular structure, C5H8FO4Sr.

Output
2S+1: 2
Calculated total energy (Ha): -626.84047
ΔE to the lowest compared entry with this formula, charge and spin (kcal/mol): 8.02
Orbital gap (spin up / spin down) (eV): 4.99 / 8.91

Structure (XYZ):
```
19
Properties=species:S:1:pos:R:3:forces:R:3:mulliken_charge:R:1
C -1.842 -0.310 3.151 0.0 0.3 0.0 -0.340
O -0.804 -0.247 2.233 1.0 0.1 -0.2 -0.804
Sr 1.545 -0.014 2.057 -1.1 -0.1 -0.1 0.838
C -2.626 -1.614 3.075 -0.1 -0.2 0.0 -0.986
H -1.481 -0.178 4.192 -0.1 -0.1 -0.2 0.256
H -2.543 0.536 2.983 0.0 -0.2 0.1 0.160
H -3.455 -1.616 3.798 0.2 0.0 -0.1 0.344
H -3.048 -1.759 2.069 0.1 0.0 0.2 0.224
H -1.970 -2.469 3.300 -0.2 0.2 -0.1 0.243
C -0.630 1.140 -0.097 1.5 0.8 -1.4 0.932
O -1.322 2.222 0.293 0.0 -0.1 0.6 -0.293
C -2.642 2.144 -0.175 -0.2 -0.1 0.2 0.332
C -2.741 0.721 -0.713 -0.2 -0.1 0.2 -0.272
O -1.370 0.335 -0.838 -0.1 -0.4 0.2 -0.291
O 0.592 1.092 -0.054 -1.2 -0.4 0.7 -0.792
F -2.792 3.068 -1.174 0.0 -0.1 0.0 -0.307
H -3.331 2.397 0.637 0.1 0.0 -0.2 0.285
H -3.225 0.051 0.008 0.1 0.1 -0.2 0.162
H -3.225 0.676 -1.692 0.2 0.0 0.2 0.309
```
Forces are in eV/Å.